No. 1
# C20H22N4O4

An isolated molecule of C20H22N4O4 (the ωB97M-V functional and the def2-TZVPD basis, the Open Molecules 2025 dataset).

The LUMO energy comes out at -0.07 eV. The calculation puts the energy above the lowest of the compared OMol25 structures with the same formula, charge and spin at 1.450 eV. The HOMO energy comes out at -8.1 eV. For the frontier orbital gap, the calculation gives 0.294 hartree. Its molar mass is 382.4 g mol⁻¹. The electronic energy comes out at -1295.34720 Ha. Its SMILES is C/C(CC(=O)N1CCN(C=O)CC1)=N\NC(=O)c1cc2ccccc2cc1O.

XYZ file:
```
50
C20H22N4O4 | the Open Molecules 2025 dataset | the ωB97M-V functional and the def2-TZVPD basis
C -1.5100 -1.2227 -1.5758
C -1.6380 -1.8417 -0.2303
N -0.7297 -1.9877 0.6518
N 0.5476 -1.5071 0.4602
C 0.8795 -0.2253 0.1640
O 0.0161 0.6377 -0.0020
C 2.3267 0.0705 0.1073
C 3.2836 -0.9156 -0.0119
C 4.6549 -0.6198 -0.0356
C 5.6377 -1.6272 -0.1541
C 6.9648 -1.3077 -0.1578
C 7.3704 0.0340 -0.0456
C 6.4453 1.0320 0.0651
C 5.0637 0.7378 0.0716
C 4.0859 1.7376 0.1606
C 2.7397 1.4378 0.1587
O 1.8589 2.4440 0.2163
H 0.9539 2.0683 0.0995
H 4.3777 2.7750 0.2151
H 6.7537 2.0639 0.1481
H 8.4252 0.2671 -0.0497
H 7.7130 -2.0814 -0.2467
H 5.3187 -2.6566 -0.2395
H 2.9950 -1.9527 -0.1165
H 1.2341 -2.0958 0.9106
C -2.9572 -2.4666 0.1234
C -4.1874 -1.6019 -0.1318
O -4.9805 -1.8883 -1.0073
N -4.4070 -0.5728 0.7207
C -5.6121 0.2216 0.5536
C -5.2522 1.7211 0.5092
N -3.8934 1.8566 0.0550
C -3.5852 2.0303 -1.2437
O -2.4861 1.9138 -1.7270
H -4.4661 2.3378 -1.8373
C -2.9151 1.3376 0.9887
C -3.4440 0.0254 1.6133
H -3.9534 0.2336 2.5612
H -2.6175 -0.6534 1.8082
H -1.9867 1.1737 0.4387
H -2.7291 2.0784 1.7737
H -5.3282 2.1686 1.5051
H -5.9253 2.2551 -0.1629
H -6.0762 -0.1007 -0.3810
H -6.3029 0.0170 1.3797
H -3.0853 -3.3450 -0.5161
H -2.9398 -2.7974 1.1633
H -0.5367 -1.4579 -2.0084
H -2.3032 -1.5699 -2.2324
H -1.5674 -0.1322 -1.5122
```

natural (NBO) charges, unit e, in atom order:
1 C -0.736
2 C 0.342
3 N -0.303
4 N -0.452
5 C 0.659
6 O -0.661
7 C -0.225
8 C -0.141
9 C -0.028
10 C -0.178
11 C -0.235
12 C -0.195
13 C -0.189
14 C -0.045
15 C -0.254
16 C 0.354
17 O -0.668
18 H 0.516
19 H 0.223
20 H 0.212
21 H 0.215
22 H 0.215
23 H 0.206
24 H 0.202
25 H 0.403
26 C -0.550
27 C 0.696
28 O -0.625
29 N -0.436
30 C -0.240
31 C -0.228
32 N -0.432
33 C 0.545
34 O -0.616
35 H 0.109
36 C -0.254
37 C -0.241
38 H 0.193
39 H 0.239
40 H 0.273
41 H 0.196
42 H 0.197
43 H 0.221
44 H 0.249
45 H 0.195
46 H 0.257
47 H 0.245
48 H 0.233
49 H 0.237
50 H 0.299



No. 2
# C6H24CrO6

A structure of composition C6H24CrO6 (the ωB97M-V functional and the def2-TZVPD basis, the Open Molecules 2025 dataset).

The LUMO energy (alpha / beta) comes out at -5.93 / -5.93 eV. The calculation puts the energy above the lowest of the compared OMol25 structures with the same formula, charge and spin at 0.000 eV. The HOMO energy (alpha / beta) comes out at -14.2 / -18.2 eV. Its spin multiplicity is 5. For the frontier orbital gap (alpha / beta), the calculation gives 0.306 / 0.450 hartree. Its expectation value of S² is 6.004. Its molar mass is 244.2 g mol⁻¹. The net charge is +2. The electronic energy comes out at -1738.28220 Ha.

XYZ file:
```
37
C6H24CrO6 | the Open Molecules 2025 dataset | the ωB97M-V functional and the def2-TZVPD basis
Cr 0.2870 0.0211 -0.1117
C 1.8651 -2.5246 -0.7532
O 1.0711 -1.5053 -1.3371
H 2.1799 -2.2737 0.2407
H 2.8071 -2.7629 -1.2092
H 1.3676 -3.5097 -0.6054
H 1.0769 -1.5810 -2.2774
C -2.6359 0.1467 -1.3100
O -1.4657 -0.6434 -0.9973
H -3.4779 -0.2144 -0.6927
H -2.9355 -0.0263 -2.3611
H -2.4699 1.1797 -1.0523
H -1.5387 -1.5216 -1.3105
C 2.5766 1.6216 0.7310
O 2.2022 0.2797 0.4219
H 1.6789 2.2287 0.6763
H 3.2435 2.1188 0.0097
H 2.9382 1.7320 1.7239
H 3.0455 -0.1854 0.2372
C -0.1380 2.8188 -1.5916
O 0.4381 1.5584 -1.4899
H -0.9693 2.7280 -2.3387
H 0.5666 3.5930 -1.8876
H -0.6645 3.1426 -0.7205
H 0.6996 1.2609 -2.3870
C -1.6008 0.7979 1.9636
O -0.6068 1.3767 1.1287
H -2.2433 0.0855 1.4860
H -2.1953 1.5767 2.3259
H -1.1601 0.2889 2.8168
H -0.3039 2.1681 1.5858
C -0.8649 -2.5697 1.4085
O -0.0007 -1.4517 1.2778
H -0.3678 -3.4156 1.0285
H -1.7302 -2.3564 0.8420
H -1.2369 -2.7418 2.4302
H 0.5623 -1.4401 2.0986
```

natural (NBO) charges, unit e, in atom order:
1 Cr 1.239
2 C -0.277
3 O -0.751
4 H 0.182
5 H 0.220
6 H 0.203
7 H 0.514
8 C -0.261
9 O -0.752
10 H 0.204
11 H 0.220
12 H 0.201
13 H 0.510
14 C -0.254
15 O -0.743
16 H 0.169
17 H 0.219
18 H 0.212
19 H 0.525
20 C -0.266
21 O -0.717
22 H 0.199
23 H 0.218
24 H 0.204
25 H 0.515
26 C -0.251
27 O -0.754
28 H 0.199
29 H 0.212
30 H 0.186
31 H 0.521
32 C -0.253
33 O -0.724
34 H 0.198
35 H 0.190
36 H 0.224
37 H 0.520



No. 3
# C8H16NO3P

A cluster of 2 separate species, C8H16NO3P in total (the ωB97M-V functional and the def2-TZVPD basis, the Open Molecules 2025 dataset).

The LUMO energy comes out at 0.84 eV. The calculation puts the energy above the lowest of the compared OMol25 structures with the same formula, charge and spin at 1.580 eV. The HOMO energy comes out at -10.1 eV. For the frontier orbital gap, the calculation gives 0.401 hartree. Its molar mass is 205.2 g mol⁻¹. The electronic energy comes out at -936.22192 Ha. Its SMILES is C=C(C(C)C)P(=O)(OC)OC.C#N.

XYZ file:
```
29
C8H16NO3P | the Open Molecules 2025 dataset | the ωB97M-V functional and the def2-TZVPD basis
C -3.1018 -0.8180 -1.4282
C 2.2887 -1.1869 -0.2511
C 0.4169 -2.7862 -0.5854
C -0.4231 -0.8408 2.1202
C -1.4073 2.3874 1.5512
C 1.1414 2.5736 -1.4266
C 1.0913 -1.8381 0.3984
C 0.1470 -0.7921 0.9136
N -3.6146 -0.3162 -0.5333
O -0.6978 0.4193 -1.5601
O -1.5392 1.3374 0.5640
O 0.7781 1.8473 -0.2341
P -0.3156 0.6767 -0.1753
H 2.9819 -1.8911 -0.7123
H 2.8707 -0.6969 0.4316
H 1.8792 -0.5298 -1.0017
H 1.1058 -3.1149 -1.3378
H -0.2173 -2.1436 -1.1461
H -0.1370 -3.5232 -0.1155
H -0.3906 -1.7065 2.7650
H -1.1274 -0.1611 2.4208
H -0.5041 3.1117 1.2733
H -2.7177 -0.9731 -2.3821
H -1.3067 1.9518 2.6241
H -2.3662 2.9670 1.4987
H 0.2920 3.0070 -1.9436
H 1.6937 1.9835 -2.1122
H 1.7691 3.5066 -1.0385
H 1.4103 -2.4505 1.4230
```

natural (NBO) charges, unit e, in atom order:
1 C 0.093
2 C -0.602
3 C -0.610
4 C -0.320
5 C -0.268
6 C -0.230
7 C -0.232
8 C -0.338
9 N -0.330
10 O -1.132
11 O -0.826
12 O -0.852
13 P 2.381
14 H 0.212
15 H 0.212
16 H 0.205
17 H 0.211
18 H 0.220
19 H 0.214
20 H 0.201
21 H 0.199
22 H 0.206
23 H 0.232
24 H 0.183
25 H 0.206
26 H 0.194
27 H 0.191
28 H 0.188
29 H 0.191



No. 4
# ClH3S

A cluster of 2 separate species, ClH3S in total (the ωB97M-V functional and the def2-TZVPD basis, the Open Molecules 2025 dataset).

The LUMO energy comes out at 0.70 eV. The calculation puts the energy above the lowest of the compared OMol25 structures with the same formula, charge and spin at 0.008 eV. The HOMO energy comes out at -10.3 eV. For the frontier orbital gap, the calculation gives 0.404 hartree. Its molar mass is 70.5 g mol⁻¹. The electronic energy comes out at -860.16817 Ha. Its SMILES is Cl.S.

XYZ file:
```
5
ClH3S | the Open Molecules 2025 dataset | the ωB97M-V functional and the def2-TZVPD basis
H -1.5077 0.0805 0.1750
H 1.4715 1.0239 0.1009
H 1.7102 -0.8743 0.4469
S 1.0012 -0.1237 -0.4050
Cl -2.6753 -0.1063 -0.3178
```

natural (NBO) charges, unit e, in atom order:
1 H 0.273
2 H 0.149
3 H 0.150
4 S -0.283
5 Cl -0.289



No. 5
# C3H18B3OSn

A structure of composition C3H18B3OSn (the ωB97M-V functional and the def2-TZVPD basis, the Open Molecules 2025 dataset).

The LUMO energy comes out at -3.42 eV. The calculation puts the energy above the lowest of the compared OMol25 structures with the same formula, charge and spin at 12.974 eV. The HOMO energy comes out at -5.8 eV. For the frontier orbital gap, the calculation gives 0.087 hartree. Its molar mass is 221.3 g mol⁻¹. The net charge is -1. The electronic energy comes out at -488.54407 Ha.

XYZ file:
```
26
C3H18B3OSn | the Open Molecules 2025 dataset | the ωB97M-V functional and the def2-TZVPD basis
Sn -1.1005 -2.1836 0.8893
B -0.5422 -4.9486 5.4652
H -1.4059 -4.3165 5.6025
H -0.7473 -5.7643 4.7893
H 0.2557 -4.3783 5.0154
H -0.2556 -5.3271 6.4341
B 3.6304 -4.7874 0.6256
H 3.4688 -3.7881 0.9991
H 3.8489 -4.7981 -0.4310
H 4.3592 -5.3457 1.1926
H 2.6904 -5.2957 0.7753
B 2.9108 0.2518 -1.8978
H 3.5614 1.0561 -2.2043
H 1.8918 0.3508 -2.2385
H 3.3118 -0.6567 -2.3199
H 2.8556 0.2065 -0.8211
C -1.8392 5.6882 -1.7346
C -2.8040 4.4824 -1.8103
O -2.5855 3.4100 -1.2392
C -3.9769 4.6271 -2.7879
H -1.9691 6.2728 -0.8239
H -1.8707 6.3047 -2.6329
H -0.9255 5.0977 -1.6667
H -3.5587 4.3918 -3.7666
H -4.4751 5.5966 -2.7821
H -4.7287 3.8536 -2.6313
```

natural (NBO) charges, unit e, in atom order:
1 Sn 1.038
2 B -0.756
3 H -0.045
4 H 0.006
5 H 0.023
6 H -0.018
7 B -0.658
8 H 0.024
9 H -0.033
10 H -0.001
11 H 0.102
12 B -0.706
13 H 0.002
14 H -0.003
15 H 0.030
16 H -0.003
17 C -0.733
18 C 0.607
19 O -0.553
20 C -0.726
21 H 0.241
22 H 0.220
23 H 0.254
24 H 0.239
25 H 0.221
26 H 0.230



No. 6
# C5H11O2

A cluster of 2 separate species, C5H11O2 in total (the ωB97M-V functional and the def2-TZVPD basis, the Open Molecules 2025 dataset).

The LUMO energy comes out at 3.39 eV. The calculation puts the energy above the lowest of the compared OMol25 structures with the same formula, charge and spin at 1.125 eV. The HOMO energy comes out at -3.6 eV. For the frontier orbital gap, the calculation gives 0.259 hartree. Its molar mass is 103.1 g mol⁻¹. The net charge is -1. The electronic energy comes out at -347.60833 Ha.

XYZ file:
```
18
C5H11O2 | the Open Molecules 2025 dataset | the ωB97M-V functional and the def2-TZVPD basis
C -1.4330 -2.6403 -2.0032
C -1.7226 -1.1913 -2.5592
O -2.6555 -0.5317 -2.0980
O -0.8395 -0.8723 -3.4044
H -0.3856 -2.8847 -1.7028
H -1.6341 -3.3705 -2.7478
H -1.8052 -2.7890 -0.9854
C 0.7248 0.7388 1.1673
C 0.0543 2.0341 0.7612
C 1.9196 1.0023 2.1684
H 1.3608 0.3264 0.3668
H 0.0262 0.0455 1.6443
H -0.6144 2.3532 1.5631
H 0.7947 2.8380 0.8687
H 2.2800 -0.0024 2.3379
H 1.6896 1.3479 3.1856
H -0.3637 1.8981 -0.2582
H 2.6036 1.6979 1.6958
```

natural (NBO) charges, unit e, in atom order:
1 C -0.754
2 C 0.766
3 O -0.770
4 O -0.809
5 H 0.186
6 H 0.199
7 H 0.184
8 C -0.380
9 C -0.622
10 C -0.611
11 H 0.205
12 H 0.201
13 H 0.195
14 H 0.184
15 H 0.200
16 H 0.183
17 H 0.249
18 H 0.194



No. 7
# C8H12B3F4N3O3

A cluster of 4 separate species, C8H12B3F4N3O3 in total (the ωB97M-V functional and the def2-TZVPD basis, the Open Molecules 2025 dataset).

The LUMO energy comes out at 0.24 eV. The HOMO energy comes out at -11.4 eV. For the frontier orbital gap, the calculation gives 0.429 hartree. Its molar mass is 306.6 g mol⁻¹. The electronic energy comes out at -1176.27963 Ha. Its SMILES is FC(F)C(F)(F)B1OBOBO1.CC#N.CC#N.CC#N.

XYZ file:
```
33
C8H12B3F4N3O3 | the Open Molecules 2025 dataset | the ωB97M-V functional and the def2-TZVPD basis
F 3.9635 -0.9326 1.1292
C 3.5302 0.0204 0.3145
F 4.5674 0.4547 -0.4081
C 2.4642 -0.5802 -0.6609
F 2.5483 -1.9272 -0.5831
F 2.7865 -0.2373 -1.9155
B 0.9365 -0.1869 -0.3040
O -0.0242 -1.0986 -0.6536
B -1.1031 -1.1133 0.2260
O -1.4465 -0.0073 0.9945
B -0.6634 1.0917 0.7660
O 0.6453 1.0150 0.2857
H 3.1688 0.8551 0.9082
H -1.7191 -2.1056 0.3631
H -1.1309 2.1640 0.9490
C -5.2963 -0.3147 1.5550
C -4.4083 -0.7025 0.4601
N -3.6963 -1.0052 -0.3795
H -6.2346 -0.8607 1.4790
H -4.8240 -0.5434 2.5081
H -5.4956 0.7539 1.5060
C -4.8266 3.2605 -0.7364
C -4.1153 3.1888 0.5414
N -3.5538 3.1328 1.5347
H -5.3794 2.3378 -0.9031
H -5.5217 4.0973 -0.7242
H -4.1139 3.3993 -1.5465
C 6.0798 -2.1508 -0.9387
C 7.2974 -2.7684 -1.4688
N 8.2472 -3.2494 -1.8820
H 5.5710 -2.8476 -0.2758
H 6.3339 -1.2529 -0.3833
H 5.4131 -1.8866 -1.7569
```

natural (NBO) charges, unit e, in atom order:
1 F -0.322
2 C 0.516
3 F -0.329
4 C 0.355
5 F -0.326
6 F -0.315
7 B 1.084
8 O -0.858
9 B 0.978
10 O -0.877
11 B 0.986
12 O -0.875
13 H 0.143
14 H -0.083
15 H -0.089
16 C -0.720
17 C 0.327
18 N -0.367
19 H 0.254
20 H 0.263
21 H 0.256
22 C -0.720
23 C 0.290
24 N -0.336
25 H 0.253
26 H 0.256
27 H 0.259
28 C -0.724
29 C 0.290
30 N -0.341
31 H 0.256
32 H 0.258
33 H 0.256



No. 8
# C8H9ClCr2I2O8S

A structure of composition C8H9ClCr2I2O8S (the ωB97M-V functional and the def2-TZVPD basis, the Open Molecules 2025 dataset).

The LUMO energy (alpha / beta) comes out at -17.28 / -18.77 eV. The HOMO energy (alpha / beta) comes out at -23.8 / -23.1 eV. Its spin multiplicity is 7. For the frontier orbital gap (alpha / beta), the calculation gives 0.239 / 0.157 hartree. Its expectation value of S² is 12.182. Its molar mass is 658.5 g mol⁻¹. The net charge is +4. The electronic energy comes out at -4452.40292 Ha.

XYZ file:
```
31
C8H9ClCr2I2O8S | the Open Molecules 2025 dataset | the ωB97M-V functional and the def2-TZVPD basis
I 3.3950 -1.4206 1.9261
I 3.4288 1.1814 2.2025
Cr 0.1543 1.2060 0.7105
Cr 0.3468 -1.0584 0.6135
S 1.1800 0.2278 -0.8841
C -1.1475 -1.8843 -0.0876
C -0.2766 -1.6762 2.5523
C 0.2702 0.0557 -2.7040
C 1.0162 1.0342 -3.5909
C -1.1991 0.4155 -2.6185
C 0.4590 -1.3801 -3.1510
C -0.2683 1.7385 2.7501
C -1.4395 1.9235 0.2440
O -0.5527 -2.6638 3.1517
O -2.1310 -2.2974 -0.5455
O -0.5371 2.6619 3.4070
O -2.5194 2.3498 -0.0196
H 0.6499 1.0126 -4.6326
H 2.0923 0.7904 -3.6086
H 0.9091 2.0612 -3.2235
H -1.6661 0.3338 -3.6198
H -1.3634 1.4385 -2.2484
H -1.7368 -0.2733 -1.9432
H 0.1101 -1.5259 -4.1894
H -0.1075 -2.0772 -2.5166
H 1.5197 -1.6619 -3.1000
O -0.5665 -1.2954 5.7136
Cl -0.0820 -0.1094 5.0874
O -0.8322 -0.0107 3.6897
O -0.4319 1.0824 5.8147
O 1.3263 -0.1786 4.8202
```

natural (NBO) charges, unit e, in atom order:
1 I 0.580
2 I 0.628
3 Cr 0.574
4 Cr 0.528
5 S 0.022
6 C 0.525
7 C 0.444
8 C 0.158
9 C -0.692
10 C -0.681
11 C -0.685
12 C 0.446
13 C 0.520
14 O -0.291
15 O -0.202
16 O -0.282
17 O -0.185
18 H 0.314
19 H 0.248
20 H 0.236
21 H 0.330
22 H 0.219
23 H 0.201
24 H 0.326
25 H 0.201
26 H 0.249
27 O -0.398
28 Cl 2.410
29 O -0.757
30 O -0.371
31 O -0.616